(1)
Below is C62H41N9O4STl as an isolated structure, with properties calculated with the ωB97M-V functional and the def2-TZVPD basis.

```
118
Properties=species:S:1:pos:R:3:forces:R:3:mulliken_charge:R:1
Tl -0.77614 0.41375 1.09205 0.4 -0.3 0.1 1.012
C 3.52605 1.33651 7.81889 0.0 0.0 0.0 -0.352
C 4.41218 0.86133 6.86095 0.0 0.0 0.0 -0.780
C 3.95788 0.52954 5.59221 0.0 0.0 0.0 -0.046
C 2.61352 0.66942 5.24668 0.0 0.0 -0.1 -0.434
C 1.73602 1.14423 6.22154 0.0 0.0 0.0 -0.074
C 2.18351 1.47258 7.49530 0.0 0.0 0.0 -0.792
C 2.10861 0.30683 3.88153 0.1 0.3 0.3 1.295
C 2.57076 1.08772 2.76570 0.0 0.0 0.0 0.559
C 3.60046 2.13280 2.89805 0.1 -0.1 0.1 -1.272
C 3.85339 2.57422 1.65999 0.0 0.0 0.0 -1.673
C 2.97936 1.80961 0.76536 0.0 0.2 0.2 0.390
C 2.97666 1.99637 -0.57659 0.1 0.0 -0.3 1.391
C 3.75571 3.16167 -1.10340 0.0 0.0 0.0 -0.704
C 4.88193 2.97452 -1.89909 0.1 0.0 0.0 0.280
C 5.59096 4.06231 -2.38725 0.0 0.0 0.0 -0.943
C 5.16647 5.35354 -2.10091 0.0 0.0 0.0 -0.322
C 4.03322 5.54862 -1.32276 0.0 0.0 0.0 -0.981
C 3.33244 4.45834 -0.82553 0.0 0.0 0.0 0.122
C 2.25145 1.31217 -1.61968 -0.2 -0.2 0.1 0.043
N 1.55244 0.07665 -1.58322 0.0 0.0 0.5 0.918
C 0.83597 -0.08229 -2.77497 -0.1 0.3 0.1 -0.532
C -0.27062 -0.99346 -3.17947 1.0 -1.1 -0.4 2.071
C 0.05249 -1.62758 -4.47296 -0.2 0.2 0.5 -0.242
C -1.00315 -2.64267 -4.82951 -0.1 0.1 -0.4 0.999
C -0.37482 -3.85525 -5.45584 0.1 0.0 -0.1 -1.516
C 0.76477 -3.71931 -6.17533 -0.2 0.0 0.1 -0.392
C 1.52394 -2.50672 -6.18257 0.0 0.2 0.1 -1.388
C 1.21967 -1.55037 -5.22079 0.1 -0.2 -0.3 -0.585
C -1.69523 -2.14252 -1.06808 0.3 -0.1 0.0 2.222
C -2.40041 -3.48269 -0.86993 0.0 0.2 -0.1 -1.233
C -1.94587 -4.04410 0.23154 0.2 -0.1 0.1 -1.849
C -0.97003 -3.10770 0.84628 0.2 0.1 0.2 0.455
N -0.79483 -2.04373 0.11125 -0.5 0.1 -0.1 -0.386
C -0.42622 -3.41028 2.15125 -0.3 -0.1 -0.3 0.419
C 0.26926 -2.54232 2.95494 0.3 0.3 0.1 0.892
C 0.63301 -2.88351 4.35457 -0.1 -0.1 0.0 -1.638
C 1.24639 -1.81852 4.86428 0.0 0.1 0.0 -1.392
C 1.34099 -0.82272 3.76973 -0.1 -0.3 -0.1 0.320
N 0.70533 -1.28967 2.65669 -0.2 -0.1 0.0 0.147
C -0.73946 -4.76602 2.71050 0.0 0.0 0.1 -1.028
C 0.22514 -5.77183 2.71420 0.0 0.0 0.0 0.135
C -0.03876 -7.01762 3.27070 0.0 0.0 0.0 -0.852
C -1.28188 -7.28202 3.82863 0.0 0.0 0.0 -0.308
C -2.25785 -6.29348 3.82193 0.0 0.0 0.0 -0.878
C -1.98565 -5.04965 3.26886 0.0 0.0 0.1 0.352
C 1.14452 0.99157 -3.55369 -0.2 0.1 -0.2 -1.188
C 2.00720 1.85084 -2.85081 0.1 0.2 -0.1 -1.511
N 2.20124 0.93074 1.51262 0.0 0.0 -0.3 0.027
H 3.88005 1.59980 8.80802 0.0 0.0 0.0 0.375
H 5.46034 0.73913 7.10603 0.0 0.0 0.0 0.371
H 4.64928 0.14205 4.85264 0.0 0.0 0.0 0.493
H 0.68845 1.25223 5.96612 0.0 0.0 0.0 0.459
H 1.48190 1.83846 8.23518 0.0 0.0 0.0 0.374
H 4.07361 2.45123 3.81298 -0.1 0.0 0.0 0.467
H 4.58263 3.30785 1.35617 0.0 0.0 0.0 0.409
H 5.20601 1.96574 -2.12657 0.0 0.0 0.0 0.448
H 6.47298 3.90186 -2.99479 0.0 0.0 0.0 0.384
H 5.71398 6.20359 -2.48862 0.0 0.0 0.0 0.369
H 3.68428 6.55128 -1.10933 0.0 0.0 0.0 0.379
H 2.43772 4.60307 -0.23128 0.0 0.0 0.0 0.529
H -1.74549 -2.20551 -5.54679 0.1 0.0 0.2 0.196
H -0.88936 -4.81156 -5.38167 0.1 0.1 0.0 0.287
H 1.16396 -4.58297 -6.70138 0.0 0.0 0.0 0.373
H 2.43648 -2.43208 -6.76011 0.0 0.0 0.1 0.339
H 1.95853 -0.78841 -5.00086 -0.1 0.0 -0.1 0.214
H -3.17206 -3.86642 -1.51490 0.0 0.0 0.0 0.556
H -2.23249 -5.00110 0.64102 0.0 0.1 0.0 0.526
H 0.41864 -3.81951 4.84685 0.0 0.0 0.0 0.371
H 1.66148 -1.70576 5.85337 0.0 0.0 0.0 0.411
H 1.19408 -5.56248 2.27620 0.0 0.0 0.0 0.475
H 0.72819 -7.78257 3.26815 0.0 0.0 0.0 0.376
H -1.48922 -8.25051 4.26694 0.0 0.0 0.0 0.373
H -3.23072 -6.49033 4.25621 0.0 0.0 0.0 0.371
H -2.74482 -4.27536 3.27218 0.0 0.0 0.0 0.467
H 0.69806 1.18168 -4.51770 0.0 0.0 0.0 0.774
H 2.35129 2.81689 -3.18068 0.0 0.0 0.0 0.566
C -7.50761 3.53994 0.28805 0.1 0.0 0.0 -0.395
C -7.53635 2.85824 -0.92495 0.0 0.0 0.0 -0.687
C -6.63719 1.83771 -1.17340 0.1 -0.1 -0.1 -0.187
C -5.70309 1.48930 -0.20132 -0.2 0.1 0.2 0.152
C -5.68011 2.16036 1.01049 0.2 0.0 0.1 -0.093
C -6.57493 3.19034 1.25378 -0.1 0.1 0.0 -0.656
N -4.73859 0.44023 -0.35115 -0.1 0.4 0.8 -0.462
N -4.68475 0.00144 -1.48828 0.2 -0.1 -0.9 0.393
C -3.67682 -1.01027 -1.70564 0.1 -0.4 -0.4 0.532
C -3.99689 -1.77723 -2.91464 -0.2 -0.1 -0.1 -0.951
C -3.18169 -2.54236 -3.64325 0.0 0.0 0.1 -1.266
C -1.73666 -2.90485 -3.49888 -0.1 0.1 0.1 -0.155
C -0.89124 -2.20019 -2.40837 -0.4 0.2 0.0 -1.441
N -2.66957 -1.07375 -0.95240 0.1 0.1 0.4 -0.226
H -8.20798 4.34351 0.47589 0.0 0.0 0.0 0.390
H -8.26786 3.12367 -1.67740 0.0 0.0 0.0 0.375
H -6.64016 1.30061 -2.11120 0.0 0.0 0.0 0.404
H -4.93381 1.87681 1.74219 0.0 0.0 0.0 0.452
H -6.54330 3.72025 2.19653 0.0 0.0 0.0 0.365
H -5.01832 -1.64921 -3.25861 0.0 0.0 0.0 0.439
H -3.63142 -3.01576 -4.51282 0.0 0.0 0.0 0.499
H -1.73380 -3.98200 -3.30156 0.1 0.0 0.0 0.899
H -0.02853 -2.83047 -2.22043 -0.1 -0.1 0.1 1.177
O 1.73644 -2.03970 -1.16303 0.3 0.3 0.2 -0.362
N 2.09097 -0.96073 -0.80733 0.0 -0.1 -0.3 -0.016
O -1.52438 -0.04756 -3.44342 -0.5 0.6 -0.2 -0.165
C -1.77604 1.08913 -2.89036 -0.1 -0.5 0.1 -0.201
N -1.24927 1.58246 -1.81242 0.2 0.1 0.0 0.084
S -1.81010 3.10558 -1.54224 0.1 -0.2 -0.2 1.271
O -2.41454 3.17492 -0.24443 -0.1 0.1 0.1 -0.666
O -0.80504 4.07294 -1.88773 -0.1 0.0 0.1 -0.722
C -3.02473 3.07785 -2.84118 0.0 0.1 -0.1 0.511
C -3.91288 4.04532 -3.26174 -0.1 0.0 0.1 -0.844
C -4.64815 3.77530 -4.41046 0.0 0.0 0.0 -0.652
C -4.47322 2.58515 -5.11568 0.0 0.0 0.1 -1.019
C -3.55749 1.62949 -4.68936 -0.1 0.0 0.0 0.001
C -2.84275 1.90230 -3.53957 0.1 0.1 0.1 -0.272
H -4.04074 4.97006 -2.71364 0.0 0.0 0.0 0.502
H -5.36198 4.50700 -4.76793 0.0 0.0 0.0 0.437
H -5.05497 2.40633 -6.01059 0.0 0.0 0.0 0.433
H -3.39571 0.70242 -5.22574 0.0 0.0 0.0 0.631
```
Forces are in eV/Å.

Summary:
charge	-1
frontier orbital gap	4.17	eV
HOMO energy	-2.98	eV
lowest unoccupied orbital energy	0.044	hartree

(2)
Below is a 4-piece molecular cluster, C24H37BrN4O4PS overall, with properties calculated with the ωB97M-V functional and the def2-TZVPD basis.

```
72
Properties=species:S:1:pos:R:3:forces:R:3:mulliken_charge:R:1
C -0.87173 -2.29366 -1.69963 0.0 -0.2 -0.1 -0.300
C -0.51977 -1.16995 -1.95546 0.9 0.2 0.6 -1.073
C 0.30132 0.01241 -2.06222 0.7 1.0 -1.7 1.044
C 0.85165 0.46660 -3.29485 -0.4 0.1 1.8 -0.399
C 1.65142 1.64087 -3.24385 0.6 1.4 -1.7 0.248
P 2.37159 2.21432 -4.91089 1.1 -1.4 -1.4 0.201
O 3.86053 2.82650 -4.52405 -2.2 0.4 0.7 -0.442
Br 1.07036 3.87429 -5.69223 0.3 -0.2 0.9 -0.154
N 2.00500 2.37927 -2.20290 -1.4 -2.0 -0.6 -0.959
N 1.45729 1.90100 -1.09157 0.6 0.8 2.4 0.909
C 1.78861 2.67221 0.11012 0.5 0.9 1.5 -0.165
C 2.50557 2.13427 1.20063 -0.3 0.1 0.0 -0.021
C 2.72121 2.97451 2.31721 -0.5 0.0 -1.3 -0.519
C 2.23496 4.29245 2.22466 0.4 0.3 1.0 -0.384
N 1.59031 4.85229 1.18247 0.6 -1.3 0.7 -0.515
C 1.37978 4.02311 0.17630 -0.4 -0.6 -1.7 -0.191
C 0.65796 0.85047 -0.94943 -0.7 -1.7 0.1 0.793
N 0.13293 0.52210 0.34733 0.1 1.9 -1.4 -0.424
C -1.06699 0.85513 0.34832 -1.2 -2.2 0.2 0.436
S -2.61646 0.74293 0.23732 0.9 0.9 0.4 -0.178
H -1.12933 -3.33048 -1.49249 -0.1 0.7 -0.1 0.590
H 0.66586 -0.03472 -4.25480 0.2 0.1 0.5 0.416
H 3.71591 3.50348 -3.83499 0.7 0.0 -0.1 0.356
H 2.85454 1.08998 1.19878 -0.2 0.6 0.0 0.436
H 3.24663 2.63160 3.21825 -0.3 0.2 -0.6 0.414
H 2.40029 4.93766 3.10449 -0.2 -0.2 -0.6 0.467
H 0.85294 4.42888 -0.70814 0.2 -0.1 0.5 0.388
C -3.72837 -6.08903 1.91421 0.0 0.2 0.1 -1.041
C -2.23786 -6.34800 1.78290 -0.2 -0.1 0.1 -0.325
O -1.50623 -5.23497 1.28859 0.2 0.1 -0.3 -0.416
C -1.55271 -4.05578 2.07226 0.0 0.0 0.1 -0.023
C -0.99207 -4.22801 3.47316 -0.1 -0.1 0.1 -1.165
H -4.14197 -5.73715 0.96699 0.0 -0.1 0.0 0.278
H -4.24738 -7.00254 2.20648 0.0 0.0 0.0 0.399
H -3.94282 -5.32988 2.66886 0.0 -0.1 0.0 0.256
H -2.08066 -7.15565 1.06686 0.1 0.1 -0.1 0.335
H -1.81514 -6.68928 2.73308 0.0 0.0 0.0 0.318
H -2.57451 -3.66058 2.10364 0.0 0.0 0.1 0.294
H -0.94955 -3.31552 1.54035 0.0 -0.1 -0.1 0.100
H -1.59574 -4.91514 4.06769 0.0 0.1 0.0 0.285
H -0.97049 -3.26894 3.99378 0.0 0.0 0.0 0.390
H 0.02139 -4.63056 3.43420 0.0 0.1 0.0 0.321
C -1.48252 4.68396 3.39914 -0.1 0.1 -0.1 -0.963
C -0.79880 4.92256 4.73526 -0.1 -0.1 0.0 -0.343
O -0.76589 6.28119 5.12240 0.2 0.1 0.0 -0.421
C -2.02309 6.91680 5.29522 -0.2 0.0 0.1 -0.305
C -2.88467 6.28130 6.37262 0.0 -0.2 0.0 -1.026
H -1.02979 5.30476 2.62290 0.0 0.0 0.0 0.274
H -1.39513 3.63469 3.10634 0.0 0.0 0.0 0.272
H -2.54480 4.93049 3.44060 0.0 -0.1 0.0 0.373
H 0.24309 4.60263 4.66175 0.0 0.1 0.1 0.237
H -1.25565 4.31231 5.52207 -0.1 0.0 0.0 0.332
H -2.55907 6.96542 4.34111 0.0 0.0 0.0 0.286
H -1.80409 7.94634 5.57993 0.2 -0.1 -0.1 0.343
H -3.18157 5.26483 6.10634 -0.1 0.0 0.0 0.264
H -3.79441 6.86438 6.52270 0.0 0.0 0.0 0.388
H -2.34092 6.22796 7.31711 0.0 0.1 0.0 0.291
C 0.89286 -4.22737 -3.93329 0.2 0.0 0.0 -1.089
C 0.52080 -3.42332 -5.16729 0.0 -0.1 0.0 -0.319
O 1.53841 -2.53175 -5.59441 -0.1 0.4 0.2 -0.397
C 2.77742 -3.12150 -5.96621 0.2 -0.1 -0.1 -0.351
C 2.66618 -4.08797 -7.13147 -0.2 -0.1 0.1 -1.067
H 1.20206 -3.55966 -3.12599 0.0 0.0 0.0 0.248
H 0.04044 -4.82022 -3.59593 0.0 0.0 0.0 0.356
H 1.71735 -4.91524 -4.12521 -0.1 0.0 0.0 0.350
H -0.34775 -2.80225 -4.93579 0.1 0.1 -0.1 0.316
H 0.22044 -4.08221 -5.98765 0.0 0.0 0.0 0.356
H 3.24483 -3.60194 -5.10003 0.0 -0.1 0.0 0.315
H 3.43096 -2.29641 -6.25298 -0.1 0.1 0.1 0.333
H 2.06808 -4.96415 -6.87471 0.1 0.0 0.0 0.268
H 3.65573 -4.43706 -7.42908 0.0 0.0 0.0 0.396
H 2.19123 -3.60509 -7.98685 0.1 0.0 0.0 0.299
```
Forces are in eV/Å.

Summary:
charge	+1
frontier orbital gap	6.32	eV
HOMO energy	-11.42	eV
lowest unoccupied orbital energy	-0.187	hartree

(3)
Below is C29H34BFN7OS2SbSe4W as an isolated structure, with properties calculated with the ωB97M-V functional and the def2-TZVPD basis.

```
81
Properties=species:S:1:pos:R:3:forces:R:3:mulliken_spin:R:1
W 0.40579 -0.28879 0.00522 -4.5 -2.5 4.3 0.997
C 2.87323 2.32778 2.78925 0.0 0.1 -0.2 0.002
C 2.36115 2.10415 1.51028 0.1 0.1 0.1 0.002
N 1.24926 1.37822 1.57444 0.4 -0.6 0.1 0.031
N 1.01182 1.14768 2.88146 -0.1 -0.2 0.0 -0.003
C 1.96911 1.69748 3.62656 0.0 0.0 0.1 0.002
B -0.34418 0.46246 3.28030 0.3 0.2 -0.1 0.012
N -0.32117 -0.98802 2.92866 -0.2 0.0 0.1 0.016
C -0.21377 -2.09536 3.73643 -0.4 0.3 0.2 0.010
C 0.23761 -3.16840 3.08874 -0.2 0.0 -0.3 0.000
C 0.67662 -2.67695 1.74083 0.3 -0.1 0.0 0.043
N 0.07924 -1.34828 1.63870 0.9 -0.6 0.7 -0.016
N -1.35438 1.19618 2.35868 0.1 -0.2 0.0 -0.022
C -2.08262 2.28794 2.60892 0.0 0.0 0.2 0.002
C -2.70606 2.68464 1.44325 -0.1 -0.1 -0.3 -0.006
C -2.28698 1.74206 0.50601 -0.1 0.2 -0.1 0.010
N -1.45273 0.86135 1.05242 0.4 -0.2 -0.2 0.050
H 3.77319 2.85599 3.05520 -0.1 0.0 0.0 0.001
H 2.71443 2.44757 0.55447 0.2 -0.1 -0.1 -0.003
H 1.94256 1.60521 4.70155 0.0 0.0 0.0 -0.001
H -0.56400 0.64761 4.45489 -0.1 0.0 -0.1 -0.001
H -0.52634 -1.99643 4.76761 0.0 0.0 0.0 0.002
H 0.42620 -4.16520 3.44592 0.0 0.1 0.1 -0.002
H 0.39411 -3.29656 0.89425 0.0 -0.1 -0.1 -0.002
H -2.10531 2.68790 3.61104 0.0 0.0 -0.1 0.000
H -3.32994 3.53337 1.22471 -0.1 0.0 0.1 -0.001
H -2.55372 1.68120 -0.53498 0.0 0.0 0.0 0.002
Se -0.43406 4.29969 -4.61277 0.4 -0.3 0.2 0.157
Sb -0.94488 3.63029 -2.34901 -2.3 2.6 -1.2 0.090
Se 0.31430 1.65517 -1.40244 0.1 2.5 -1.4 0.088
Se 2.21168 0.30992 -1.22016 4.0 0.7 -3.0 -0.022
Se -3.13214 4.73541 -1.99670 0.4 -0.5 0.3 0.169
C -2.82991 0.94457 -4.41914 0.1 0.0 0.1 -0.005
C -2.23611 -0.14074 -3.51612 -0.1 -0.3 0.1 -0.007
C -2.04553 -1.40373 -4.37564 0.0 0.1 0.0 -0.001
C -3.08489 -0.41852 -2.27542 -0.1 0.1 -0.1 0.001
C -4.44955 -0.13853 -2.34697 0.0 -0.1 0.0 0.004
C -5.30765 -0.44557 -1.30675 0.0 0.0 0.0 -0.002
C -4.79565 -1.00518 -0.15235 0.1 0.0 -0.1 0.000
C -3.43272 -1.26113 -0.01121 -0.1 0.2 0.0 -0.011
C -2.97226 -1.80111 1.32668 0.0 -0.1 0.1 0.002
C -3.26914 -3.29103 1.52525 0.0 0.0 -0.1 0.001
C -3.58576 -1.00034 2.48749 -0.1 0.0 0.0 0.002
C -2.56450 -0.97205 -1.08266 0.0 0.0 -0.2 -0.001
N -1.17865 -1.37372 -1.06379 0.9 -0.4 -0.1 0.175
C -1.06158 -2.67297 -1.59207 0.2 -0.2 0.0 -0.029
C -2.12085 -3.59944 -1.68635 0.3 0.1 0.0 -0.001
C -1.93544 -4.88145 -2.19612 -0.3 0.1 0.1 -0.002
C -0.70887 -5.31000 -2.65964 0.3 0.0 -0.1 0.002
C 0.35144 -4.40409 -2.66835 -0.4 -0.1 0.1 0.003
C 0.14161 -3.14295 -2.16539 0.0 0.4 0.2 -0.019
F 1.13924 -2.24817 -2.29778 0.0 -0.2 -0.2 -0.002
H -2.06238 1.32171 -5.09516 0.0 0.0 0.0 -0.001
H -3.21504 1.80096 -3.86394 0.0 0.0 0.0 0.006
H -3.64110 0.52943 -5.02852 0.0 0.1 0.0 0.000
H -1.24927 0.16877 -3.18146 0.1 0.1 0.0 0.007
H -3.01014 -1.88354 -4.57095 0.0 0.1 0.0 0.000
H -1.39965 -2.13834 -3.90914 0.0 -0.1 0.0 0.001
H -1.59881 -1.11552 -5.33188 0.0 0.0 0.0 0.000
H -4.85105 0.32378 -3.23922 0.0 0.0 0.0 -0.001
H -6.36869 -0.23381 -1.39304 0.0 0.0 0.0 0.000
H -5.46134 -1.25643 0.66649 0.0 0.1 0.0 0.000
H -1.89916 -1.68616 1.37869 0.0 0.0 -0.1 0.007
H -4.33512 -3.50352 1.37720 0.0 0.0 0.0 0.000
H -2.99225 -3.58401 2.54116 0.0 0.0 0.0 0.001
H -2.69410 -3.91283 0.83966 0.0 0.0 0.0 -0.001
H -4.56684 -1.40291 2.76720 0.0 0.1 0.0 0.000
H -3.71247 0.05084 2.22348 0.0 0.0 0.1 0.001
H -2.93647 -1.05596 3.36326 0.0 -0.1 0.0 -0.001
H -3.10758 -3.29880 -1.36962 0.0 -0.1 0.0 0.002
H -2.78536 -5.55537 -2.22648 0.0 0.0 0.0 0.000
H -0.56973 -6.31759 -3.03247 0.0 0.0 0.0 0.000
H 1.31737 -4.65831 -3.08282 0.0 0.1 0.1 0.000
C 3.37891 -2.39238 3.90254 -0.1 0.2 -0.1 -0.003
O 2.63921 -1.81330 2.84306 0.1 -0.2 0.2 0.017
C 2.24328 -2.64286 1.76814 0.3 -0.1 1.0 -0.030
S 2.95738 -4.21594 1.61730 0.1 0.4 -0.2 0.187
S 2.65967 -1.47255 0.21917 -0.7 -1.3 0.0 0.087
H 3.44919 -1.61957 4.67206 0.0 0.0 -0.1 0.000
H 4.38270 -2.67952 3.58651 0.0 -0.1 0.0 0.000
H 2.87572 -3.27126 4.31040 0.0 0.0 0.0 0.003
```
Forces are in eV/Å.

Summary:
charge	-2
frontier orbital gap (alpha / beta)	5.00 / 4.26	eV
HOMO energy (alpha / beta)	-1.56 / -1.57	eV
multiplicity	3
lowest unoccupied orbital energy (alpha / beta)	0.126 / 0.099	hartree
<S²>	2.14

(4)
Below is C10H11NO as an isolated structure, with properties calculated with the ωB97M-V functional and the def2-TZVPD basis.

```
23
Properties=species:S:1:pos:R:3:forces:R:3:nbo_charge:R:1
C 1.95859 0.51104 -0.17088 1.4 -2.3 4.8 -0.100
C 1.57922 -0.66259 -1.01507 -1.4 0.5 -0.3 -0.421
C 0.74504 -1.57265 -0.05124 -0.7 1.2 1.8 0.057
C 0.97380 0.25801 1.08214 0.3 2.0 -1.4 0.072
C -0.41257 0.33120 0.56428 2.6 -2.7 -0.4 -0.104
C -1.31651 1.25145 0.56555 -4.5 6.2 2.0 -0.168
C -2.66277 1.07000 0.12833 2.0 -1.0 -2.0 -0.218
C -2.75419 -0.13387 -0.55853 -5.2 0.0 0.9 -0.198
C -1.81908 -1.16584 -0.57621 -1.9 -0.6 -0.8 -0.238
C -0.63182 -0.87574 -0.06973 2.6 -1.3 0.7 -0.006
H 1.89843 1.27417 -2.09851 0.6 2.6 4.6 0.334
H 3.06789 2.40827 -0.55555 -4.6 -2.8 -1.5 0.362
H 2.95088 0.42971 0.32006 -0.4 -0.8 -0.3 0.190
H 2.43108 -1.18495 -1.28970 1.6 -0.8 -1.2 0.228
H 1.06985 -0.04290 -1.85485 0.1 -2.4 0.8 0.208
H 0.82739 -2.66900 0.06264 0.0 0.7 -0.9 0.229
H 1.04067 0.84390 1.96714 0.9 0.5 0.7 0.200
H -1.18587 2.24511 1.05682 0.6 -0.8 -0.2 0.205
H -3.51515 1.79901 0.07494 1.3 -0.7 0.5 0.231
H -3.87977 -0.31200 -0.77994 2.1 -0.4 -0.4 0.201
H -2.11526 -2.17271 -0.83604 0.1 0.1 -0.6 0.220
N 1.90149 1.68981 -0.81278 3.4 5.0 -6.0 -0.779
O 1.26765 -1.06417 1.27884 -0.9 -2.2 -0.8 -0.505
```
Forces are in eV/Å.

Summary:
frontier orbital gap	9.09	eV
HOMO energy	-8.60	eV
lowest unoccupied orbital energy	0.018	hartree
relative energy (zero: lowest compared OMol25 entry of this formula, charge and spin)	147.3	kcal/mol